This record from the OMol25 dataset describes 2 unconnected molecules or ions with the total composition C7H11NO3S at a distorted geometry. The level of theory is wB97M-V/def2-TZVPD.

Its net charge is -2. The molar mass is 189.24 u. Its frontier orbital gap is 4.3311 eV. As for the HOMO energy: 1.70 eV.

XYZ file:
```
23
Properties=species:S:1:pos:R:3:mulliken_charge:R:1
C -2.46 3.36 2.01 0.593
C -0.16 0.17 -1.32 -0.930
C -0.85 -0.92 -0.45 -0.496
C 0.18 1.41 -0.54 0.061
C 0.06 -1.24 0.73 -1.455
C 1.27 1.04 0.47 -1.049
C 0.79 -0.06 1.41 -0.172
N -1.99 2.36 1.43 -0.441
O -2.93 3.92 2.98 -0.759
O -2.30 3.77 0.68 -0.560
O -0.24 -0.48 3.82 -0.777
S -0.34 0.66 2.75 0.109
H 0.61 -0.13 -2.00 0.444
H -0.95 0.32 -2.17 0.295
H -1.74 -0.55 0.04 0.297
H -1.02 -1.89 -0.93 0.375
H 0.56 2.30 -1.11 0.344
H -0.76 1.76 -0.04 0.019
H -0.52 -1.55 1.57 0.482
H 0.85 -1.90 0.64 0.498
H 2.20 0.78 -0.13 0.338
H 1.44 1.87 1.06 0.447
H 1.63 -0.32 2.12 0.338
```



This record from the OMol25 dataset describes 2 unconnected molecules or ions with the total composition C7H11NOP at a distorted geometry. The level of theory is wB97M-V/def2-TZVPD.

Its net charge is +1. The molar mass is 156.15 u. Its frontier orbital gap is 8.0838 eV. As for the HOMO energy: -12.85 eV. The calculation puts the energy above the lowest of the compared OMol25 structures with the same formula, charge and spin at 0.0000 eV.

XYZ file:
```
21
Properties=species:S:1:pos:R:3:mulliken_charge:R:1
C -0.58 -1.16 -0.52 -0.643
C -0.71 0.37 1.30 -0.770
C 0.73 -0.79 -0.71 -0.117
C 0.61 0.70 1.08 -0.044
C -1.33 -0.59 0.50 0.684
C -2.76 -0.98 0.71 -0.546
C 2.64 0.52 -0.13 -0.883
N 1.33 0.13 0.09 0.140
O -3.13 -1.94 -0.23 -0.509
P 2.47 2.75 -1.21 0.116
H -1.03 -1.90 -1.16 0.478
H -1.24 0.85 2.10 0.448
H 1.34 -1.22 -1.49 0.353
H 1.12 1.44 1.68 0.417
H -2.86 -1.36 1.74 0.348
H -3.39 -0.08 0.63 0.345
H 3.18 -0.08 -0.85 0.352
H 3.19 0.81 0.74 0.353
H -4.05 -2.20 -0.10 0.318
H 1.26 2.39 -1.84 0.064
H 3.22 2.34 -2.32 0.095
```



This record from the OMol25 dataset describes a gas-phase ion, C7H11O (charge -1) at a distorted geometry. The level of theory is wB97M-V/def2-TZVPD.

Its net charge is -1. The molar mass is 111.16 u. Its frontier orbital gap is 5.8663 eV. As for the HOMO energy: -2.25 eV. The calculation puts the energy above the lowest of the compared OMol25 structures with the same formula, charge and spin at 1.6788 eV. The structure (SMILES) is C=CC(=C)CCC[O-].

XYZ file:
```
19
Properties=species:S:1:pos:R:3:mulliken_charge:R:1
C 1.33 -0.51 2.51 -0.696
C 0.93 -0.49 1.25 -0.286
C -0.44 0.06 0.88 0.513
C -0.88 1.19 1.42 -0.852
C -0.93 -0.81 -0.29 -0.658
C -0.92 0.01 -1.51 -0.825
C 0.47 0.30 -2.20 -0.107
O 0.68 -0.57 -3.20 -0.889
H 2.42 -0.93 2.80 0.190
H 0.81 0.04 3.33 0.289
H 1.53 -0.74 0.37 0.218
H -1.77 1.60 1.17 0.405
H -0.17 1.86 1.95 0.236
H -0.24 -1.75 -0.50 0.221
H -1.95 -1.22 -0.14 0.310
H -1.31 0.89 -1.41 0.488
H -1.33 -0.49 -2.38 0.349
H 1.27 0.18 -1.37 -0.101
H 0.49 1.40 -2.68 0.196
```



This record from the OMol25 dataset describes a single C7H12 molecule. The level of theory is wB97M-V/def2-TZVPD.

The molar mass is 96.17 u. Its frontier orbital gap is 9.7825 eV. As for the HOMO energy: -8.86 eV. The calculation puts the energy above the lowest of the compared OMol25 structures with the same formula, charge and spin at 2.0763 eV. The structure (SMILES) is CC=C=CCCC.

XYZ file:
```
19
Properties=species:S:1:pos:R:3:mulliken_charge:R:1
C 3.29 -0.87 1.01 -1.051
C 2.26 -0.58 -0.05 -0.167
C 1.58 0.43 -0.54 -0.205
C 0.51 0.96 -1.09 -0.327
C -0.72 1.02 -0.21 -0.526
C -1.72 -0.11 -0.52 -0.225
C -3.03 0.16 0.21 -1.224
H 3.83 0.01 1.37 0.327
H 4.02 -1.64 0.72 0.314
H 2.73 -1.33 1.83 0.240
H 1.77 -1.45 -0.47 0.305
H 0.41 1.03 -2.18 0.324
H -0.36 0.91 0.82 0.315
H -1.23 1.99 -0.28 0.361
H -1.33 -1.09 -0.23 0.231
H -1.91 -0.17 -1.60 0.331
H -2.88 0.15 1.30 0.310
H -3.41 1.15 -0.06 0.315
H -3.81 -0.58 -0.03 0.353
```



This record from the OMol25 dataset describes 2 unconnected molecules or ions with the total composition C7H12. The level of theory is wB97M-V/def2-TZVPD.

The molar mass is 96.17 u. Its frontier orbital gap is 10.4733 eV. As for the HOMO energy: -9.29 eV. The calculation puts the energy above the lowest of the compared OMol25 structures with the same formula, charge and spin at 3.6307 eV. The structure (SMILES) is C=CCC1C=C1.C.

XYZ file:
```
19
Properties=species:S:1:pos:R:3:mulliken_charge:R:1
C -1.27 1.51 -0.20 -0.711
C 0.06 1.51 -0.03 -0.319
C 0.96 0.69 0.86 -0.244
C 1.83 -0.23 -0.03 -0.398
C 1.33 -0.90 -1.30 -0.277
C 2.09 0.14 -1.46 -0.537
H -1.68 1.88 -1.14 0.215
H -2.02 1.16 0.50 0.328
H 0.60 2.11 -0.76 0.246
H 0.41 0.08 1.59 0.148
H 1.66 1.31 1.44 0.322
H 2.64 -0.73 0.52 0.406
H 0.84 -1.70 -1.82 0.397
H 2.60 0.80 -2.14 0.399
C -1.98 -1.53 0.77 -0.954
H -2.87 -0.97 1.09 0.253
H -1.22 -1.38 1.54 0.203
H -2.24 -2.58 0.72 0.335
H -1.57 -1.21 -0.20 0.188
```



This record from the OMol25 dataset describes a single C7H12 molecule at a distorted geometry. The level of theory is wB97M-V/def2-TZVPD.

The molar mass is 96.17 u. Its frontier orbital gap is 8.4613 eV. As for the HOMO energy: -8.00 eV. The calculation puts the energy above the lowest of the compared OMol25 structures with the same formula, charge and spin at 3.4116 eV. The structure (SMILES) is C=C/C(=C/C)CC.

XYZ file:
```
19
Properties=species:S:1:pos:R:3:mulliken_charge:R:1
C -1.73 0.53 -1.96 -0.652
C -1.02 1.24 -0.92 -0.795
C -0.04 0.66 0.02 0.682
C -0.40 0.81 1.29 -0.315
C 0.66 0.47 2.40 -1.069
C 0.98 -0.26 -0.60 -0.754
C 0.65 -1.73 -0.66 -1.028
H -2.78 0.45 -2.13 0.276
H -1.20 -0.01 -2.76 0.270
H -1.38 2.23 -0.65 0.414
H -1.33 1.20 1.68 0.394
H 1.32 -0.22 1.93 0.229
H 0.33 -0.01 3.31 0.349
H 1.22 1.30 2.74 0.294
H 1.05 0.21 -1.60 0.366
H 1.97 -0.26 -0.10 0.395
H 0.80 -2.19 0.37 0.220
H 1.22 -2.34 -1.32 0.423
H -0.31 -2.09 -1.04 0.300
```